(1)
Computed, not measured: one molecule with the formula C22H18ClNO4 in a non-equilibrium geometry, with ωB97M-V/def2-TZVPD.

ORCA input file:
```
! wB97M-V def2-TZVPD RIJCOSX def2/J DEFGRID3
* xyz 0 1
C 5.604 0.196 -0.473
C 4.345 0.617 0.190
C 4.052 0.843 1.511
C 2.699 1.217 1.556
C 2.245 1.191 0.255
C 0.908 1.430 -0.260
O 0.015 1.835 0.459
C 0.681 1.071 -1.712
C 0.060 -0.359 -1.790
O 0.053 -0.828 -3.107
C -1.366 -0.267 -1.212
O -2.306 0.193 -1.819
N -1.346 -0.804 0.035
C -2.455 -0.852 0.971
C -3.521 0.154 0.638
C -3.235 1.511 0.743
C -4.190 2.464 0.445
C -5.457 2.074 0.047
C -5.764 0.731 -0.059
C -4.797 -0.218 0.232
Cl -5.225 -1.889 0.074
C -0.121 -1.414 0.293
C 0.277 -2.121 1.411
C 1.552 -2.673 1.410
C 2.395 -2.542 0.320
C 1.993 -1.827 -0.803
C 0.741 -1.259 -0.799
O 3.261 0.827 -0.568
H 6.404 0.130 0.257
H 5.472 -0.776 -0.948
H 5.881 0.910 -1.248
H 4.725 0.753 2.338
H 2.114 1.470 2.417
H 1.617 1.061 -2.269
H -0.025 1.772 -2.162
H -0.747 -0.484 -3.530
H -2.050 -0.624 1.963
H -2.873 -1.865 0.983
H -2.239 1.811 1.032
H -3.943 3.512 0.522
H -6.208 2.813 -0.188
H -6.745 0.412 -0.375
H -0.374 -2.251 2.261
H 1.885 -3.226 2.276
H 3.372 -2.999 0.342
H 2.636 -1.719 -1.662
*
```

Values from the calculation:
* M: 395.8 g/mol
* Kohn-Sham gap: 8.6 eV
* energy: -1665.082696 Eh
* relative energy (zero: lowest compared OMol25 entry of this formula, charge and spin): 0.000 eV
* SMILES string: Cc1ccc(C(=O)C[C@]2(O)C(=O)N(Cc3ccccc3Cl)c3ccccc32)o1

Partial charges, natural (NBO), in e: atom 1 (C): -0.657, atom 2 (C): 0.336, atom 3 (C): -0.329, atom 4 (C): -0.194, atom 5 (C): 0.119, atom 6 (C): 0.543, atom 7 (O): -0.565, atom 8 (C): -0.516, atom 9 (C): 0.152, atom 10 (O): -0.692, atom 11 (C): 0.689, atom 12 (O): -0.597, atom 13 (N): -0.426, atom 14 (C): -0.253, atom 15 (C): 0.032, atom 16 (C): -0.198, atom 17 (C): -0.214, atom 18 (C): -0.186, atom 19 (C): -0.236, atom 20 (C): -0.039, atom 21 (Cl): -0.007, atom 22 (C): 0.162, atom 23 (C): -0.258, atom 24 (C): -0.182, atom 25 (C): -0.241, atom 26 (C): -0.187, atom 27 (C): -0.010, atom 28 (O): -0.401, atom 29 (H): 0.232, atom 30 (H): 0.229, atom 31 (H): 0.233, atom 32 (H): 0.231, atom 33 (H): 0.241, atom 34 (H): 0.241, atom 35 (H): 0.246, atom 36 (H): 0.491, atom 37 (H): 0.217, atom 38 (H): 0.224, atom 39 (H): 0.241, atom 40 (H): 0.215, atom 41 (H): 0.214, atom 42 (H): 0.225, atom 43 (H): 0.221, atom 44 (H): 0.216, atom 45 (H): 0.214, atom 46 (H): 0.224

=====

(2)
Computed, not measured: C22H18F12NO2PtS as an isolated structure, with ωB97M-V/def2-TZVPD.

ORCA input file:
```
! wB97M-V def2-TZVPD RIJCOSX def2/J DEFGRID3
* xyz -1 1
Pt 0.753 -0.570 -0.085
C 1.548 5.706 2.525
C 1.341 4.226 2.334
C 0.401 3.514 3.066
C 0.234 2.160 2.871
C 1.004 1.430 1.947
N 0.783 0.076 1.782
C 0.312 -0.708 2.819
C 0.882 -0.513 4.094
C 0.492 -1.230 5.199
C -0.491 -2.210 5.090
C -0.924 -3.030 6.277
C -1.031 -2.433 3.837
C -0.658 -1.723 2.687
C -1.371 -2.068 1.355
O -1.073 -1.352 0.232
C -2.902 -1.838 1.535
F -3.130 -0.622 2.047
F -3.564 -1.909 0.373
F -3.503 -2.733 2.356
C -1.113 -3.573 1.007
F 0.189 -3.755 0.738
F -1.800 -3.947 -0.092
F -1.432 -4.479 1.954
C 1.947 2.153 1.174
C 2.087 3.520 1.402
C 2.884 1.469 0.157
O 2.588 0.206 -0.281
C 4.277 1.338 0.833
F 4.175 0.628 1.964
F 5.170 0.712 0.049
F 4.833 2.526 1.162
C 3.002 2.312 -1.156
F 3.583 3.530 -1.050
F 1.781 2.504 -1.674
F 3.725 1.658 -2.084
H 0.926 6.083 3.338
H 2.588 5.936 2.767
H 1.293 6.268 1.623
H -0.224 4.026 3.790
H -0.522 1.629 3.435
H 1.659 0.236 4.180
H 0.963 -1.036 6.157
H -0.735 -2.500 7.211
H -1.991 -3.259 6.230
H -0.388 -3.982 6.324
H -1.793 -3.192 3.758
H 2.827 4.074 0.844
C -0.057 -2.733 -2.452
S 0.741 -1.132 -2.310
C 2.432 -1.599 -2.709
H -0.038 -3.054 -3.493
H -1.082 -2.597 -2.114
H 0.433 -3.461 -1.811
H 2.804 -2.314 -1.978
H 3.038 -0.699 -2.651
H 2.456 -2.015 -3.716
*
```

Values from the calculation:
* M: 783.5 g/mol
* Kohn-Sham gap: 6.5 eV
* energy: -2770.469205 Eh
* relative energy (zero: lowest compared OMol25 entry of this formula, charge and spin): 0.000 eV

Partial charges, natural (NBO), in e: atom 1 (Pt): 0.763, atom 2 (C): -0.616, atom 3 (C): -0.100, atom 4 (C): -0.195, atom 5 (C): -0.254, atom 6 (C): 0.195, atom 7 (N): -0.640, atom 8 (C): 0.163, atom 9 (C): -0.236, atom 10 (C): -0.202, atom 11 (C): -0.095, atom 12 (C): -0.617, atom 13 (C): -0.146, atom 14 (C): -0.053, atom 15 (C): 0.090, atom 16 (O): -0.781, atom 17 (C): 0.963, atom 18 (F): -0.322, atom 19 (F): -0.319, atom 20 (F): -0.343, atom 21 (C): 0.951, atom 22 (F): -0.327, atom 23 (F): -0.335, atom 24 (F): -0.336, atom 25 (C): -0.115, atom 26 (C): -0.134, atom 27 (C): 0.102, atom 28 (O): -0.778, atom 29 (C): 0.962, atom 30 (F): -0.320, atom 31 (F): -0.325, atom 32 (F): -0.339, atom 33 (C): 0.958, atom 34 (F): -0.340, atom 35 (F): -0.323, atom 36 (F): -0.330, atom 37 (H): 0.204, atom 38 (H): 0.208, atom 39 (H): 0.207, atom 40 (H): 0.196, atom 41 (H): 0.218, atom 42 (H): 0.218, atom 43 (H): 0.197, atom 44 (H): 0.204, atom 45 (H): 0.209, atom 46 (H): 0.206, atom 47 (H): 0.208, atom 48 (H): 0.210, atom 49 (C): -0.758, atom 50 (S): 0.405, atom 51 (C): -0.757, atom 52 (H): 0.206, atom 53 (H): 0.263, atom 54 (H): 0.231, atom 55 (H): 0.229, atom 56 (H): 0.264, atom 57 (H): 0.205